1.
Computed, not measured: 4 unconnected molecules or ions with the total composition C24H55NO14PS, with ωB97M-V with the def2-TZVPD basis set.

Gap between HOMO and LUMO in hartree: 0.2156
E_LUMO in eV: 1.995

ORCA input file:
```
! RIJCOSX wB97M-V def2-TZVPD def2/J DEFGRID3
* xyz -1 1
H 0.86203 7.23507 5.10628
O -3.00925 -4.14646 3.49923
O 3.93278 0.40162 -1.92218
H -0.77319 -5.49298 3.49514
C -3.40650 -5.07520 0.12671
C -0.30359 1.38136 -5.23615
H 1.26949 6.29683 2.80911
H 0.06704 0.26061 -0.05185
H -3.21364 1.42974 -9.08557
H -3.15236 -2.01447 0.60383
H 2.82727 -1.49695 1.88562
H -0.30370 -2.20205 -4.10042
O 2.41450 4.71114 3.54324
H 1.44408 4.51806 8.23715
C -0.25630 -5.72968 2.47267
C 1.48014 1.72986 -0.76951
H 0.98673 -0.47521 -7.66698
C 0.17288 3.48646 6.21446
H 1.76788 1.23937 -1.69919
H 0.63617 2.38478 -1.01508
C 1.06560 6.16893 4.95324
H -2.98856 -4.03113 -0.24463
C 0.99743 0.72879 0.28447
C -3.38612 -1.87908 1.75680
C 3.80437 2.00907 -0.10062
H -1.64510 -1.83968 -2.96261
O 1.58618 3.56935 6.39528
C 1.95658 3.67699 7.76108
H 0.26647 -0.07437 -3.74918
C -4.64132 -4.71634 1.17787
N -1.00900 -5.04510 1.35660
O 0.62216 0.87413 -6.20652
H -1.27218 3.82858 4.67358
H 1.56473 4.39914 1.67460
C -0.65610 0.37688 -4.13489
H -1.05028 -0.30731 -8.91847
H 1.05570 -1.32770 2.02602
H -0.09941 2.42809 6.22505
C -0.23183 4.11042 4.87194
H -4.10098 -6.51312 4.05372
O -4.07886 -6.96868 3.15464
H 2.74824 6.71895 3.71357
H -0.35732 4.00156 7.02317
O -2.19957 -7.22459 0.78572
H 0.81018 1.25876 1.22659
C 1.89438 6.03549 3.67209
O -0.22283 5.54452 4.87593
H -0.27021 -0.98180 -6.56084
H 2.80191 3.23786 2.18361
H 0.20826 2.22663 -4.76176
H 5.56332 1.39922 -1.20191
H -2.38611 -1.59732 2.31967
H -3.78604 1.87727 -7.45933
H 3.74798 1.18594 0.60943
H 1.73494 2.74631 8.28887
C -0.09018 -4.53749 0.25563
O -5.33206 -3.09468 3.30296
H 3.03300 3.86691 7.80736
H 2.14622 0.01508 2.50869
H -1.16925 0.89262 -3.31721
O -2.16713 0.63064 -7.48825
H 3.29553 4.87825 1.68134
C 1.98894 -0.80097 1.79729
H 0.75376 -5.29414 -0.05040
O 1.95716 -0.31358 0.46724
H -4.84569 -7.94117 0.55637
H 1.61383 5.83239 5.83293
O -1.54539 -0.62489 -4.63150
P -5.26794 -6.33829 2.05667
H -4.17653 -1.00957 1.85174
H -0.51939 1.35378 -8.54667
C 3.99850 0.33458 -3.33829
H 5.03530 0.22523 -3.66532
H -0.16220 -6.89147 2.37790
H -1.19175 1.79148 -5.71640
H 4.41110 2.78771 0.37553
H -0.75629 -4.35497 -0.71618
C 0.11461 -0.12143 -7.10542
H 3.42653 -0.53926 -3.66410
H 3.54648 1.22229 -3.79033
H -1.96944 -2.61992 -4.53514
C 4.50777 1.59979 -1.40185
C -2.14979 -5.87061 0.80950
H -2.30427 2.61429 -8.08745
H -3.79053 -5.63023 -0.84001
H 0.35643 3.71690 4.04490
H 0.83123 -5.24241 2.52830
H 4.42883 2.41932 -2.12476
C 2.52224 4.29459 2.19326
C -2.89909 1.69630 -8.07371
C -1.34757 -1.88579 -4.01620
O -5.68900 -7.44740 0.78396
O 2.51593 2.60520 -0.30385
S -4.02316 -3.50739 2.52305
C -0.90330 0.42161 -8.11756
H 0.32748 -3.47177 0.56675
*
```

=====

2.
Computed, not measured: a molecular structure, C24H56AsCl3F5LiN4O4P2Si3Te, with ωB97M-V with the def2-TZVPD basis set.

Gap between HOMO and LUMO in hartree: 0.2032
E_LUMO in eV: 3.820
Energy above the lowest of the compared OMol25 structures with the same formula, charge and spin in kcal per mole: 7.1

ORCA input file:
```
! RIJCOSX wB97M-V def2-TZVPD def2/J DEFGRID3
* xyz -2 1
H -2.11037 -3.93850 1.93747
H -3.18184 0.65756 -3.50054
H -3.71610 -5.35408 3.15230
H -2.20347 0.78799 1.34686
H 0.12463 2.18850 -5.04774
H -5.34041 -1.71872 0.24105
O -0.01936 2.80892 -1.44294
N -1.62904 2.60500 0.47991
H 2.22332 5.62630 -0.62982
C -5.44800 -4.35012 2.37151
H 1.18512 0.08818 -4.48257
H -3.44890 2.06393 1.42353
Li 1.22212 -0.34698 -0.15961
H -2.51573 4.48800 0.79170
H 3.19687 4.23095 -0.07737
C 0.90841 -0.61439 2.10272
C 2.55103 -2.82826 3.49439
H 2.14177 -0.04472 -3.00389
H 4.04445 0.52459 1.89078
C -2.05359 -4.56286 -1.18118
H -1.58965 1.34799 -3.88624
Si 2.60376 -2.77022 -1.98844
H 0.42482 0.82673 5.13981
Si 0.91706 -2.31347 2.68505
H 1.80349 -0.24592 5.40821
C -2.37310 1.85507 1.47939
H 1.60568 -3.83166 0.85890
H 2.52597 -3.88870 3.76820
C 3.66447 0.57566 2.91186
H -0.27138 -2.06800 4.88837
H -4.60452 -3.28650 -1.79536
H 0.29971 -4.58638 1.77343
H -0.11772 -0.26989 1.89808
C -4.98473 -2.52652 0.87079
C -3.17484 -3.76851 1.82502
H 1.43831 4.22506 0.11807
H 1.24023 2.43244 1.41274
Cl 1.30949 -4.40605 -2.16505
C 2.25134 4.53734 -0.53311
H -3.12129 3.65981 -1.41458
H 0.20953 2.57980 2.85691
H -1.70665 -0.02863 -2.77664
C -3.90625 -2.66711 -2.36055
H 3.01280 5.50950 -2.91226
P -1.09851 1.79781 -0.84552
H -0.47615 -3.72890 4.28852
H 4.11589 1.45261 3.39001
H -3.91829 2.87587 -2.78422
C 3.15842 4.43399 -2.76469
C -3.61033 -2.73487 0.99216
C -2.95213 3.05546 -2.30568
Cl 4.21047 -3.46130 -0.91073
C -1.52148 4.02762 0.71337
C -4.08125 -4.56472 2.50643
H -3.00888 -0.91121 0.01536
C 0.82225 2.73334 -4.40297
H -0.03881 -3.32082 0.57386
H 2.04332 1.51023 5.39772
O -0.67644 0.41400 -0.59819
F 6.29687 2.23210 -2.24854
C -2.19506 0.89087 -3.09095
H -4.29740 -1.65097 -2.42330
H -2.32586 3.62982 -3.00229
H -0.97978 4.21653 1.64468
H -6.95782 -3.13919 1.44496
H 3.11794 3.93165 -3.72601
H 1.87273 3.18870 2.88732
H 4.03067 -0.30488 3.44277
H 0.30521 3.58763 -3.96808
C 0.65375 -3.63563 1.35660
N -2.35434 1.78426 -1.94667
P 1.56498 2.39653 -1.85411
H -2.97760 -4.91161 -0.71584
H -6.15628 -4.97117 2.90633
H 4.14929 4.25602 -2.34249
H -2.01304 2.12510 2.47526
Te 5.14021 1.07176 -1.30880
F 3.86862 1.95390 -2.52723
H 2.83201 0.78951 -4.40781
F 6.82883 0.60145 -0.44312
H -1.90464 -5.06751 -2.13608
O 1.95889 -1.49759 -1.39696
C -5.89517 -3.32452 1.55132
N 2.10752 3.95637 -1.87528
H -1.69015 -1.77428 0.78739
F 4.93681 2.71047 -0.18677
H -1.41200 -2.39611 3.58689
H 3.36587 -2.68704 2.78009
C 1.49073 0.68675 4.92850
N 1.30617 1.84068 -3.37193
C 1.91431 0.60136 -3.84786
H 1.63580 3.10578 -5.03781
H -3.81230 -3.06342 -3.37272
H 2.77918 -2.25339 4.39584
Cl 3.27213 -2.58046 -3.95021
As -2.10320 -2.63812 -1.54901
H -0.98184 4.50582 -0.10055
C -2.62561 -1.90969 0.23754
C 1.22843 2.39148 2.50359
F 5.53352 -0.09040 -2.82865
C -0.43186 -2.67367 3.99260
Si 1.78499 0.66202 3.03469
H -1.20208 -4.79157 -0.54441
O 1.98510 1.46243 -0.78745
*
```

=====

3.
Computed, not measured: a molecular structure, C24H56AsF6N8O8, with ωB97M-V with the def2-TZVPD basis set.

Gap between HOMO and LUMO in hartree: 0.3290
E_LUMO in eV: 2.051
Energy above the lowest of the compared OMol25 structures with the same formula, charge and spin in kcal per mole: 111.5

ORCA input file:
```
! RIJCOSX wB97M-V def2-TZVPD def2/J DEFGRID3
* xyz -1 1
H -20.26443 16.28352 -21.35115
O -7.21245 21.01780 -17.91893
H -10.85408 20.80083 -22.38352
H -15.28192 22.18676 -24.19937
H -11.24988 20.36157 -17.99019
F -13.45445 20.42722 -20.44591
N -18.47437 17.05453 -21.87235
H -19.05918 18.24890 -20.20475
C -13.69652 12.63887 -22.40359
H -10.01204 18.18121 -24.32732
H -16.99097 21.82990 -24.61056
C -14.77944 14.84215 -21.99202
O -15.84402 24.24286 -18.96590
H -17.74575 18.90295 -21.06529
C -10.73616 20.95792 -18.75152
H -10.96529 21.94829 -18.33874
H -12.37043 20.26003 -23.22234
H -14.05689 22.70699 -22.03314
H -16.93030 21.47036 -16.61376
C -9.02433 19.52774 -19.56337
C -13.84685 21.98650 -17.09914
H -13.21732 12.81493 -21.43639
O -17.96628 16.50128 -23.99407
H -17.80565 23.05056 -21.11642
H -7.98917 19.23872 -19.36575
H -14.65892 14.74542 -20.91283
H -12.90106 12.91991 -23.11055
O -10.19571 21.55078 -26.09144
H -15.64763 19.67596 -16.23091
H -18.65447 17.94066 -17.46554
O -18.16750 24.25173 -22.75857
F -12.67771 18.13777 -21.12214
N -14.64379 23.16327 -17.37299
H -14.33484 24.57066 -24.18026
H -10.76344 24.58515 -23.41392
H -8.86865 22.12081 -17.38211
H -17.36347 17.58590 -20.14084
C -10.85767 21.28556 -25.11058
H -13.93658 21.13885 -17.77725
C -16.42378 21.21161 -22.06864
H -17.26590 18.18429 -23.12577
H -16.50024 23.54461 -24.45263
N -9.29709 20.69114 -18.72683
H -19.49211 15.10955 -22.28194
C -15.78611 13.23443 -23.49727
N -10.66838 20.17304 -24.35202
F -15.33741 19.40992 -19.26042
O -12.51534 24.61131 -25.14721
H -9.71012 18.71262 -19.33835
H -11.18589 24.83584 -21.72613
H -13.74921 24.44023 -16.01074
C -16.44492 18.95018 -16.36312
H -16.98480 20.40799 -22.54647
F -14.92812 18.93856 -21.73793
F -14.68834 17.15739 -20.13469
H -10.96880 23.22720 -22.34180
F -13.16021 18.51729 -18.72220
H -11.14722 20.81453 -19.74270
C -8.39151 21.32017 -17.97163
H -14.01419 15.47198 -22.45188
H -16.55859 21.19206 -20.98842
H -15.33492 24.99780 -16.59275
C -14.75660 24.12933 -16.29395
O -18.91936 21.46893 -16.88744
H -14.69976 24.22623 -22.01539
C -19.25579 15.88235 -21.56114
H -12.78812 22.22728 -16.98095
C -13.23750 24.49092 -24.17298
As -14.02570 18.76965 -20.21685
H -19.84266 19.04630 -16.64703
H -16.40688 18.31510 -15.47025
C -9.73469 19.15332 -24.73638
C -18.18189 17.94298 -20.77915
H -14.51605 22.65571 -19.28835
H -16.24137 18.27218 -17.19582
C -17.82983 17.25052 -23.04741
H -13.26867 23.83834 -20.94092
N -12.77130 24.17727 -22.93563
H -19.06508 15.47587 -20.56479
O -16.62663 14.01061 -23.88721
H -15.75201 15.29712 -22.17347
N -14.79848 13.53298 -22.61043
C -18.84258 18.62901 -16.63863
C -15.06252 23.37156 -18.65276
C -16.31045 22.52912 -24.11027
H -8.69880 19.33825 -24.42830
C -11.31940 20.05052 -23.02313
H -11.64314 21.93998 -24.69930
H -9.70773 19.02864 -25.82010
C -17.86181 20.89356 -16.70920
N -17.73270 19.56037 -16.59093
C -13.72239 23.74669 -21.92418
C -17.65346 23.31505 -22.17310
H -11.23188 19.03578 -22.66206
C -11.38044 24.20875 -22.60205
H -14.28150 21.55409 -16.18932
H -15.77334 12.19283 -23.85934
H -18.77592 18.05763 -15.70510
H -13.85512 11.56387 -22.46174
H -15.30584 23.57754 -15.52481
H -9.05895 19.70835 -20.64000
N -16.76007 22.47675 -22.73002
H -15.36572 21.02534 -22.22528
*
```

=====

no.,molecular weight (g mol⁻¹)
1,644.74
2,1021.75
3,773.67